Record 1
Below is a 2-piece molecular cluster, C3H8O3 overall in a non-equilibrium geometry, with properties calculated with ωB97M-V with the def2-TZVPD basis set.

Last column: Löwdin charge in e.
CARTESIAN COORDINATES (ANGSTROEM)
C  -0.66199  1.02055  0.98862  -0.09
C  -0.48136  1.01920  -0.53973  -0.15
C  0.43747  -0.13121  -0.99880  -0.52
O  0.11927  -1.24627  -1.28048  0.09
O  1.64862  0.44431  -1.16284  0.10
H  0.32763  1.19753  1.43830  0.08
H  -0.98995  0.06115  1.36792  0.06
H  -1.23280  1.94480  1.18931  0.08
H  -1.52258  0.87343  -0.87450  0.12
H  -0.09993  1.92974  -0.97209  0.11
H  2.35947  -0.14919  -1.44180  0.13
O  -0.08270  -2.22623  1.09262  -0.05
H  -0.65217  -2.43715  0.34739  0.04
H  0.83101  -2.30066  0.84608  0.03

Computed properties:
SMILES string ... CCC(=O)O.O
Relative energy (zero: lowest compared OMol25 entry of this formula, charge and spin) ... 12.48 kcal/mol
E ... -344.8285 Eh
HOMO-LUMO gap ... 11.15 eV
LUMO level ... 0.551 eV
E_HOMO ... -10.5957 eV

***

Record 2
Below is a 14-piece molecular cluster, C86H127F15N10O11 overall in a non-equilibrium geometry, with properties calculated with ωB97M-V with the def2-TZVPD basis set.

Last column: Löwdin charge in e.
CARTESIAN COORDINATES (ANGSTROEM)
C  1.86453  -0.71858  -0.11526  -0.10
C  0.54605  -1.54024  -0.18692  -0.43
O  0.39579  -2.45797  0.85394  -0.39
H  1.88714  -0.03147  0.73537  0.07
H  1.94806  -0.08335  -0.97800  0.05
H  2.70074  -1.43563  -0.17031  0.06
H  0.68974  -2.06907  -1.12611  0.06
H  -0.23188  -0.75022  -0.27115  0.09
C  4.10391  6.06519  -2.47705  -0.08
C  4.28686  4.66303  -3.01200  -0.21
C  5.40266  4.01169  -2.10963  -0.12
N  5.71010  2.58765  -2.45462  -0.28
C  5.70095  2.43002  -3.94849  0.06
C  4.70185  1.68401  -1.79400  -0.09
C  5.42136  0.42857  -1.34465  -0.13
C  6.89723  0.65567  -1.62930  -0.15
C  6.95044  2.14130  -1.68957  -0.11
H  3.82487  6.68598  -3.28680  0.07
H  4.97311  6.53695  -2.00589  0.09
H  3.35875  5.97292  -1.71638  0.07
H  4.46736  4.69842  -4.09213  0.12
H  3.38679  4.13414  -2.77115  0.08
H  5.21333  4.04688  -1.02855  0.14
H  6.34011  4.55367  -2.30673  0.14
H  4.66107  2.46689  -4.23353  0.09
H  6.08715  1.42544  -4.11321  0.11
H  6.32242  3.17725  -4.40925  0.12
H  3.91022  1.49460  -2.50676  0.12
H  4.29214  2.31861  -1.01041  0.13
H  5.17892  -0.51202  -1.80631  0.09
H  5.28168  0.23642  -0.27751  0.12
H  7.18225  0.22551  -2.61136  0.13
H  7.60902  0.36772  -0.88322  0.12
H  7.81865  2.67415  -2.11955  0.16
H  6.80287  2.57187  -0.70015  0.14
C  -3.05611  -3.41570  2.62106  -0.07
C  -3.26720  -3.20255  1.10655  -0.21
C  -4.27129  -2.10206  0.79961  -0.10
N  -4.53235  -1.79592  -0.67121  -0.26
C  -5.57951  -0.81556  -0.82590  -0.01
C  -4.88896  -3.00409  -1.47664  -0.09
C  -3.59832  -3.50804  -2.09879  -0.14
C  -2.89507  -2.19685  -2.39011  -0.14
C  -3.28615  -1.21733  -1.28643  -0.07
H  -2.29511  -4.17122  2.71670  0.06
H  -3.97930  -3.66172  3.15723  0.08
H  -2.63972  -2.52572  3.14331  0.07
H  -3.64080  -4.16523  0.68773  0.12
H  -2.26533  -3.02227  0.66088  0.11
H  -3.85199  -1.18632  1.19963  0.10
H  -5.26816  -2.35985  1.19803  0.15
H  -6.52303  -1.11262  -0.44080  0.11
H  -5.69737  -0.61024  -1.89598  0.13
H  -5.27462  0.10040  -0.36674  0.09
H  -5.59105  -2.64169  -2.23432  0.14
H  -5.44345  -3.71259  -0.86692  0.14
H  -3.70601  -4.15697  -2.98209  0.14
H  -3.00540  -4.11883  -1.38930  0.09
H  -3.07596  -1.78967  -3.38985  0.12
H  -1.79238  -2.24886  -2.37541  0.10
H  -3.48275  -0.23082  -1.72395  0.14
H  -2.53920  -1.12862  -0.54639  0.10
C  -2.90952  3.91485  2.45732  -0.05
N  -3.64074  2.67350  2.22218  -0.08
C  -2.97115  1.53605  2.50300  -0.07
C  -3.65945  0.45074  2.93380  -0.08
C  -5.03336  0.55471  3.33865  -0.18
C  -5.73218  1.66978  2.96229  0.08
C  -5.13742  2.72884  2.03352  -0.32
C  -5.58803  -0.36364  4.34277  -0.11
C  -6.95786  -0.74513  4.30783  0.04
C  -7.62442  -1.51800  5.27029  0.03
N  -6.83578  -1.90953  6.29751  -0.09
C  -5.56159  -1.50955  6.44526  0.00
C  -4.90802  -0.81860  5.45770  0.05
C  -7.32564  -2.67267  7.47351  0.03
H  -2.72637  4.16058  3.48425  0.08
H  -3.53961  4.72589  2.21648  0.07
H  -1.93848  4.01121  1.88643  0.10
H  -1.88956  1.52931  2.47317  0.14
H  -3.01658  -0.34214  3.21575  0.07
H  -6.70093  1.92660  3.36345  0.10
H  -5.29105  3.73980  2.49380  0.16
H  -7.62730  -0.48206  3.48365  0.13
H  -8.65439  -1.85553  5.18149  0.16
H  -5.00740  -1.78642  7.36906  0.16
H  -3.90589  -0.61741  5.75113  0.10
H  -6.50935  -2.82361  8.19897  0.10
H  -7.76472  -3.56917  7.08814  0.10
H  -8.03617  -2.12058  8.11619  0.12
C  -0.25277  -4.69139  -2.42582  0.03
N  1.02417  -5.22341  -1.87137  -0.04
C  1.78107  -6.01351  -2.66978  0.01
C  3.07676  -6.29975  -2.38057  0.06
C  3.66744  -5.68187  -1.22892  -0.10
C  2.85189  -4.91643  -0.38200  0.04
C  1.54186  -4.71713  -0.74372  0.00
C  5.14496  -5.73004  -1.03934  -0.12
C  5.90581  -4.59535  -1.03798  0.06
C  7.24912  -4.69667  -0.74515  0.03
N  7.84107  -5.88643  -0.45836  -0.08
C  7.14415  -7.00465  -0.54006  0.03
C  5.77430  -6.96911  -0.80846  0.09
C  9.29627  -5.83111  -0.23002  0.04
H  -0.24581  -3.60197  -2.39660  0.07
H  -1.03794  -5.13866  -1.81276  0.10
H  -0.34815  -5.03922  -3.43003  0.10
H  1.23260  -6.33910  -3.54382  0.15
H  3.69759  -6.87631  -3.04869  0.13
H  3.24934  -4.37563  0.47857  0.13
H  0.90072  -4.01018  -0.20695  0.10
H  5.45381  -3.62121  -1.23449  0.14
H  7.82938  -3.83641  -0.61430  0.13
H  7.73260  -7.87973  -0.39669  0.15
H  5.24745  -7.87757  -0.78155  0.13
H  9.85550  -5.82994  -1.15864  0.12
H  9.63718  -6.66727  0.35409  0.11
H  9.48360  -4.90982  0.34654  0.11
C  0.84451  -4.12403  2.90946  0.01
N  1.79797  -3.33203  3.68537  -0.05
C  2.44885  -2.35943  3.02771  0.04
C  3.45072  -1.65944  3.69843  0.05
C  3.68969  -1.90126  5.02974  -0.15
C  2.99619  -2.89377  5.70212  0.06
C  2.01034  -3.55207  4.97807  0.01
C  4.57113  -0.84107  5.65899  -0.09
C  3.85540  0.09161  6.45257  0.10
C  4.56620  1.05510  7.14237  -0.01
N  5.86402  1.11587  7.00562  -0.07
C  6.61878  0.31214  6.16911  0.02
C  5.97343  -0.72458  5.53317  0.04
C  6.59849  2.38220  7.49118  0.07
H  1.33932  -4.74060  2.20876  0.08
H  0.14747  -3.42381  2.40819  0.07
H  0.28786  -4.76407  3.58411  0.10
H  2.09896  -2.19536  2.03338  0.09
H  4.04627  -0.92091  3.10602  0.15
H  3.15330  -3.27769  6.69586  0.14
H  1.36319  -4.33663  5.34761  0.15
H  2.78016  0.12247  6.65415  0.12
H  4.19948  1.69977  7.91407  0.14
H  7.69202  0.50593  6.19858  0.15
H  6.47447  -1.45988  4.85933  0.15
H  7.66030  2.29927  7.52384  0.09
H  6.14873  2.63368  8.48911  0.12
H  6.26022  3.18421  6.82628  0.09
C  -8.41052  3.41522  -8.06587  -0.02
N  -7.27872  2.62311  -7.59672  -0.16
C  -6.80445  2.61678  -6.32536  -0.10
C  -5.64206  2.05271  -5.91642  -0.04
C  -4.76531  1.44746  -6.89193  -0.21
C  -5.41578  1.27098  -8.17620  -0.03
C  -6.53336  1.90780  -8.53116  -0.06
C  -3.49717  0.93279  -6.66301  -0.21
C  -2.68623  0.42410  -7.73139  -0.04
C  -1.56675  -0.19554  -7.43437  -0.13
N  -1.00029  -0.29992  -6.22898  -0.15
C  -1.67149  0.22217  -5.14623  -0.10
C  -2.86219  0.79045  -5.34921  -0.03
C  0.10335  -1.23217  -6.09142  -0.05
H  -9.10519  3.63548  -7.19572  0.11
H  -8.86083  2.91958  -8.90542  0.08
H  -7.93860  4.36107  -8.36018  0.10
H  -7.42499  3.09390  -5.59103  0.11
H  -5.33390  1.99273  -4.88043  0.07
H  -4.88556  0.78713  -8.98456  0.09
H  -6.85118  1.91236  -9.55938  0.12
H  -2.97551  0.63619  -8.76027  0.11
H  -0.93022  -0.70468  -8.15421  0.12
H  -1.30916  0.07532  -4.15970  0.09
H  -3.50473  1.20620  -4.57472  0.08
H  0.74147  -1.16963  -6.99875  0.10
H  -0.10948  -2.26423  -5.95382  0.07
H  0.76444  -1.00487  -5.25295  0.07
C  -9.12225  3.86598  2.75631  -0.07
O  -5.53281  2.54450  0.73010  -0.10
O  -8.83107  3.07919  1.84949  0.07
C  -8.77504  5.42784  2.71786  -0.59
F  -9.86155  6.20504  2.92032  0.16
F  -7.85911  5.74151  3.64029  0.15
F  -8.21904  5.65882  1.54889  0.16
C  -5.32281  3.66480  -0.29174  -0.13
C  -5.91892  3.03997  -1.57541  -0.05
H  -5.18412  2.30152  -1.97672  0.07
H  -6.83029  2.51113  -1.28582  0.09
H  -6.06700  3.75829  -2.32198  0.06
H  -4.36989  4.13789  -0.38861  0.09
H  -6.04921  4.39552  0.09601  0.11
H  -9.45724  3.48634  3.73713  0.14
C  0.12588  0.86372  5.70570  -0.45
O  0.97460  0.78885  6.95389  -0.18
O  0.64367  0.69759  4.49940  -0.16
C  -0.76117  -0.36745  5.99584  -0.43
F  -1.65098  -0.73077  4.94922  0.03
F  -0.05909  -1.42538  6.50681  0.11
F  -1.72181  -0.15659  6.96472  0.07
C  1.17996  1.96809  7.65757  -0.30
C  1.15980  1.80143  9.21004  -0.06
H  1.01804  2.80006  9.71192  0.09
H  0.37370  1.19083  9.65344  0.07
H  2.13560  1.45291  9.59749  0.06
H  0.31283  2.65063  7.49007  0.12
H  2.05045  2.53850  7.36846  0.09
H  -0.36026  1.86899  5.89510  0.14
C  2.76930  -3.12353  -4.57161  -0.43
O  3.63734  -4.50415  -4.81620  -0.18
O  1.84620  -3.09380  -3.67581  -0.11
C  3.87359  -2.11651  -4.47517  -0.52
F  4.81896  -1.96677  -5.44866  0.12
F  3.40261  -0.77844  -4.35921  0.04
F  4.55177  -2.44186  -3.39431  0.12
C  4.11894  -4.89133  -6.10895  -0.29
C  4.35879  -6.38862  -6.34820  -0.08
H  5.20155  -6.80067  -5.78876  0.06
H  3.50827  -6.98316  -5.97572  0.07
H  4.52625  -6.60494  -7.39644  0.08
H  5.06675  -4.37800  -6.20265  0.10
H  3.45343  -4.54116  -6.86823  0.10
H  2.28435  -2.94351  -5.59129  0.14
C  4.08497  3.42087  2.88543  -0.43
O  3.01073  4.11243  3.12969  0.04
O  4.08463  2.39150  2.24919  0.12
C  5.39448  3.97838  3.48086  -0.35
F  6.60225  3.31315  3.02987  0.06
F  5.57734  5.22624  2.95322  0.15
F  5.26421  3.94172  4.87167  0.11
C  1.64353  3.55325  2.98939  -0.13
C  0.65284  4.44629  3.71805  -0.03
H  -0.36588  4.12942  3.70913  0.04
H  1.09600  4.65764  4.67554  0.08
H  0.57621  5.47270  3.21200  0.11
H  1.70017  2.57994  3.31829  0.07
H  1.57531  3.56343  1.88888  0.13
H  1.50150  2.83996  -4.52050  0.07
C  -0.69150  4.17315  -2.37717  -0.27
O  -1.80958  4.94011  -2.53107  0.01
O  0.47346  4.67885  -2.58757  0.03
C  -0.92500  2.92427  -1.49987  -0.53
F  -1.23353  1.90530  -2.35458  0.12
F  0.02041  2.62110  -0.69772  0.22
F  -2.05611  3.02559  -0.70100  0.10
C  -1.74681  5.88930  -3.59926  -0.22
C  -2.28242  5.28982  -4.87799  -0.04
H  -1.85031  4.31751  -5.15596  0.08
H  -3.36006  5.09094  -4.76684  0.09
H  -2.08105  5.99626  -5.66915  0.08
H  -0.79058  6.34143  -3.67742  0.10
H  -2.16989  6.86104  -3.25670  0.15
H  1.00208  2.88409  -7.08081  0.11

Computed properties:
E ... -6224.4631 Eh
Net charge ... +4
HOMO-LUMO gap ... 1.28 eV
LUMO level ... -8.655 eV
E_HOMO ... -9.9332 eV

***

Record 3
Below is a single C19H15BrN4OS molecule, with properties calculated with ωB97M-V with the def2-TZVPD basis set.

Last column: Löwdin charge in e.
CARTESIAN COORDINATES (ANGSTROEM)
O  4.44157  0.54969  0.18568  0.07
C  3.37910  0.20080  -0.28991  -0.45
N  2.58392  1.02739  -1.01037  0.07
C  2.78753  2.46121  -1.05532  -0.18
C  1.76267  3.15738  -0.22077  -0.51
C  1.90602  3.71215  1.01166  -0.13
C  0.69413  4.21470  1.53917  -0.19
C  -0.35707  4.02282  0.70521  -0.41
S  0.10977  3.23163  -0.74777  1.02
C  2.85057  -1.19180  -0.16270  -0.12
C  3.74463  -2.25541  -0.10077  -0.02
C  3.26758  -3.54586  0.04391  -0.07
C  1.90844  -3.78491  0.13574  -0.03
C  1.00994  -2.72087  0.08946  -0.22
N  -0.35392  -2.98575  0.19804  0.13
C  -1.37591  -2.10124  0.07749  -0.34
N  -1.29264  -0.82718  -0.19498  0.16
C  -2.58293  -0.36288  -0.21555  -0.22
C  -3.06887  0.91464  -0.45649  -0.01
C  -4.43623  1.10412  -0.41432  -0.14
C  -5.29261  0.04174  -0.13935  -0.69
Br  -7.17139  0.36854  -0.09465  0.71
C  -4.84376  -1.24520  0.10333  -0.07
C  -3.47613  -1.42529  0.06014  -0.19
N  -2.67559  -2.53014  0.24237  0.17
C  1.48620  -1.42340  -0.05474  0.03
H  1.69229  0.68872  -1.33831  0.12
H  2.73697  2.80018  -2.09580  0.12
H  3.78698  2.65093  -0.65553  0.13
H  2.84877  3.76158  1.52603  0.12
H  0.61399  4.69416  2.49816  0.10
H  -1.38359  4.29686  0.84755  0.06
H  4.80228  -2.05449  -0.16583  0.12
H  3.95744  -4.37512  0.08784  0.11
H  1.54182  -4.79565  0.25109  0.11
H  -0.60517  -3.95061  0.35728  0.15
H  -2.39573  1.72774  -0.67278  0.07
H  -4.85325  2.08243  -0.59678  0.10
H  -5.52849  -2.05212  0.31272  0.10
H  -2.98675  -3.46121  0.46000  0.16
H  0.76742  -0.62031  -0.05018  0.08

Computed properties:
SMILES string ... O=C(NCc1cccs1)c1cccc(Nc2nc3ccc(Br)cc3[nH]2)c1
E ... -3999.5568 Eh
HOMO-LUMO gap ... 8.20 eV
LUMO level ... 0.285 eV
E_HOMO ... -7.9133 eV

***

Q: Among the records above, which one has the highest LUMO level?
A: C3H8O3

***

Q: Look up the E_HOMO of the first one.
A: -10.5957 eV

***

Q: Which formula does entry 2 have?
A: C86H127F15N10O11